{
  "formula": "C44H112F6NO46S16",
  "method": "ωB97M-V/def2-TZVPD",
  "largest_force_ha_per_bohr": 0.091,
  "lumo_ev": 0.957,
  "e_tot_ha": -12229.1885,
  "total_charge": -1,
  "homo_lumo_gap_ev": 8.0,
  "e_above_lowest_kj_mol": 537.39,
  "elements": ["C", "F", "F", "F", "S", "O", "O", "N", "S", "O", "O", "C", "F", "F", "F", "O", "S", "O", "O", "C", "C", "C", "H", "H", "H", "H", "H", "H", "H", "H", "O", "S", "O", "O", "C", "C", "C", "H", "H", "H", "H", "H", "H", "H", "H", "O", "S", "O", "O", "C", "C", "C", "H", "H", "H", "H", "H", "H", "H", "H", "O", "S", "O", "O", "C", "C", "C", "H", "H", "H", "H", "H", "H", "H", "H", "O", "S", "O", "O", "C", "C", "C", "H", "H", "H", "H", "H", "H", "H", "H", "O", "S", "O", "O", "C", "C", "C", "H", "H", "H", "H", "H", "H", "H", "H", "O", "S", "O", "O", "C", "C", "C", "H", "H", "H", "H", "H", "H", "H", "H", "O", "S", "O", "O", "C", "C", "C", "H", "H", "H", "H", "H", "H", "H", "H", "O", "S", "O", "O", "C", "C", "C", "H", "H", "H", "H", "H", "H", "H", "H", "O", "S", "O", "O", "C", "C", "C", "H", "H", "H", "H", "H", "H", "H", "H", "O", "S", "O", "O", "C", "C", "C", "H", "H", "H", "H", "H", "H", "H", "H", "O", "S", "O", "O", "C", "C", "C", "H", "H", "H", "H", "H", "H", "H", "H", "O", "S", "O", "O", "C", "C", "C", "H", "H", "H", "H", "H", "H", "H", "H", "O", "S", "O", "O", "C", "C", "C", "H", "H", "H", "H", "H", "H", "H", "H"],
  "xyz": [[-0.384916, 0.341530, 2.500806], [-0.615516, 1.237303, 3.446081], [0.809852, -0.096117, 2.632540], [-1.246584, -0.717898, 2.570479], [-0.687296, 1.191503, 0.730272], [-2.104749, 0.963036, 0.466303], [-0.313865, 2.596585, 0.980684], [0.281581, 0.310741, -0.354546], [0.760300, 1.429903, -1.319886], [-0.270234, 2.220933, -2.036660], [1.756574, 2.271070, -0.676794], [1.669074, 0.428959, -2.714815], [2.218646, 1.222104, -3.624393], [2.642016, -0.213302, -2.137327], [0.777401, -0.430633, -3.289509], [4.031800, -7.025623, 0.869097], [3.233165, -6.787561, -0.320178], [3.821322, -6.251503, -1.529455], [2.495606, -8.234715, -0.668925], [1.805185, -8.901146, 0.350682], [0.326259, -9.158282, -0.069016], [1.826459, -5.637552, 0.185112], [1.879479, -8.303683, 1.259319], [2.333088, -9.843300, 0.498223], [0.286720, -9.513419, -1.098780], [-0.297170, -8.270869, 0.040216], [-0.158233, -9.914213, 0.548982], [0.950326, -6.125468, 0.612218], [1.597030, -5.389330, -0.851161], [2.227820, -4.765477, 0.701338], [-2.772450, -8.493542, 7.326083], [-2.708697, -7.516256, 6.224261], [-1.756115, -7.598734, 5.094638], [-4.239041, -7.366357, 5.552842], [-4.397294, -6.647019, 4.320107], [-5.672950, -7.090907, 3.620954], [-2.549792, -5.905616, 7.037114], [-3.520243, -6.664691, 3.673127], [-4.532661, -5.600929, 4.594804], [-5.636151, -6.722265, 2.595850], [-6.546995, -6.812588, 4.209759], [-5.588661, -8.177612, 3.612207], [-1.497726, -5.769085, 7.287344], [-3.164049, -5.795700, 7.930811], [-2.773709, -5.126458, 6.308499], [3.315940, 9.481216, -11.169281], [4.176431, 9.137305, -10.073838], [4.537749, 10.082038, -9.022986], [3.566507, 7.711148, -9.404456], [4.186010, 7.283830, -8.181316], [3.093512, 7.679127, -7.129910], [5.709619, 8.445804, -10.931455], [5.092588, 7.776997, -7.830583], [4.345000, 6.205880, -8.210506], [2.227202, 7.035561, -7.282973], [2.905824, 8.746556, -7.245993], [3.423402, 7.426825, -6.122136], [6.253826, 9.355675, -11.184574], [5.490484, 7.848527, -11.816517], [6.304343, 7.891258, -10.205582], [-3.283363, 8.286987, -3.209077], [-4.225923, 8.337930, -2.114001], [-3.827517, 8.452055, -0.713473], [-5.145328, 9.706723, -2.474041], [-4.541062, 10.761946, -3.228709], [-3.592392, 11.480660, -2.314732], [-5.464348, 7.019905, -2.270893], [-5.336786, 11.409983, -3.596104], [-4.047030, 10.532582, -4.172850], [-4.147842, 11.883263, -1.467701], [-3.303246, 12.461629, -2.691808], [-2.713098, 10.940231, -1.964187], [-6.285949, 7.207633, -1.579643], [-5.025685, 6.034486, -2.113994], [-5.785666, 7.105155, -3.308957], [-6.157597, -5.979680, -3.912682], [-4.899812, -6.722006, -3.984033], [-4.198452, -7.060109, -5.228490], [-3.814951, -6.157143, -2.887958], [-3.973405, -4.903697, -2.239926], [-3.973396, -3.668482, -3.081181], [-5.285257, -8.315115, -3.115926], [-3.215698, -4.859220, -1.457623], [-4.924438, -4.832629, -1.712117], [-4.187242, -2.741699, -2.548793], [-4.791907, -3.786254, -3.791299], [-3.113868, -3.561959, -3.742967], [-5.946661, -8.104032, -2.275632], [-4.306381, -8.656579, -2.779336], [-5.727300, -9.023275, -3.816799], [-2.152412, 2.051043, -11.074540], [-1.238894, 1.389829, -10.164799], [-1.242606, -0.114830, -10.084055], [0.281236, 1.949034, -10.514265], [1.392455, 1.102651, -10.159042], [1.814193, 0.267747, -11.375184], [-1.248050, 2.272217, -8.603852], [0.998731, 0.404439, -9.420406], [2.204449, 1.684409, -9.722799], [2.585132, -0.437125, -11.063868], [2.192358, 0.947430, -12.138813], [0.938295, -0.257531, -11.755933], [-2.192418, 1.938129, -8.174135], [-1.193852, 3.343772, -8.796065], [-0.354543, 1.857545, -8.137159], [1.349465, -5.593508, -11.952622], [1.899014, -6.874236, -11.497648], [3.199396, -7.390369, -11.993842], [1.813902, -6.866197, -9.824990], [1.022080, -5.845399, -9.278937], [0.953956, -6.049273, -7.760383], [0.692994, -8.181925, -11.549424], [0.037132, -6.023361, -9.710569], [1.528958, -4.920284, -9.553421], [1.823925, -5.991702, -7.106220], [0.536604, -7.035580, -7.557556], [0.184539, -5.373920, -7.386255], [0.932908, -8.959344, -10.824044], [0.776204, -8.564629, -12.566647], [-0.272308, -7.730908, -11.319473], [-9.898982, 2.861690, -0.660704], [-10.527084, 1.528312, -0.830875], [-11.305272, 0.819609, 0.149750], [-11.476611, 1.586306, -2.226144], [-11.165854, 2.505641, -3.316950], [-11.766873, 3.801492, -3.012774], [-9.194087, 0.453397, -1.504148], [-11.682787, 2.200791, -4.226856], [-10.124275, 2.584113, -3.628489], [-12.807507, 3.613064, -2.748820], [-11.971182, 4.280663, -3.970249], [-11.232339, 4.400583, -2.275573], [-8.698806, 0.145262, -0.583356], [-8.453247, 1.050720, -2.035611], [-9.712251, -0.367126, -2.000487], [5.247359, -8.649768, 8.555956], [3.813580, -8.792415, 8.274790], [2.815447, -9.179162, 9.324173], [3.286428, -7.360542, 7.498507], [4.192818, -6.694420, 6.735611], [3.633740, -5.371826, 6.337642], [3.705960, -9.966869, 6.819822], [4.498782, -7.169078, 5.803306], [5.101457, -6.523462, 7.312893], [2.807726, -5.549185, 5.648914], [4.346496, -4.707537, 5.848970], [3.316123, -4.806260, 7.213636], [2.649011, -9.960989, 6.553473], [3.988515, -10.901094, 7.305085], [4.374627, -9.702914, 6.000482], [11.942437, -1.563595, -4.568738], [11.666526, -2.313084, -3.338140], [12.041361, -3.687871, -3.030844], [12.155741, -1.362794, -2.058691], [12.097122, 0.065524, -1.989842], [12.623214, 0.640102, -0.714397], [9.784880, -2.189811, -3.038053], [11.044838, 0.317862, -2.120716], [12.753668, 0.560303, -2.705548], [11.883529, 0.433467, 0.059080], [12.677765, 1.712106, -0.903941], [13.595332, 0.212829, -0.468406], [9.257695, -3.062421, -3.423713], [9.383737, -1.199766, -3.254800], [9.753489, -2.267214, -1.951260], [-0.092814, -4.919565, 12.891274], [-0.006889, -3.570485, 13.465229], [1.190295, -3.177504, 14.180717], [-0.387720, -2.551721, 12.251160], [0.284792, -1.326915, 12.193751], [-0.412900, -0.503091, 11.131810], [-1.498868, -3.219392, 14.508430], [1.348300, -1.524065, 12.058873], [0.152453, -0.648517, 13.036577], [-1.439085, -0.303090, 11.440068], [-0.503051, -1.112907, 10.232861], [0.132764, 0.385855, 10.815325], [-1.601445, -2.137984, 14.418305], [-1.240444, -3.513105, 15.525803], [-2.274279, -3.879570, 14.119849], [1.717037, 10.432574, 2.478606], [2.296551, 9.094638, 2.504337], [3.782170, 8.872467, 2.412508], [1.709109, 8.282271, 3.816967], [0.295609, 8.249153, 4.068886], [0.112530, 7.832860, 5.573199], [1.601786, 7.977350, 1.198989], [-0.161221, 7.530925, 3.388034], [-0.235420, 9.198143, 3.994555], [0.452088, 6.797340, 5.550583], [-0.945131, 7.742673, 5.820827], [0.650850, 8.423580, 6.314382], [0.550158, 7.747733, 1.370621], [2.287960, 7.130957, 1.228713], [1.786502, 8.524320, 0.274427], [4.671240, 1.733578, 6.743515], [5.642807, 2.098982, 5.729909], [6.953358, 2.643715, 6.051575], [5.826240, 0.755613, 4.730325], [6.553025, 0.893257, 3.579659], [5.855106, 0.263852, 2.393392], [4.791350, 3.278026, 4.577202], [7.492386, 0.389556, 3.807655], [6.823080, 1.924504, 3.352301], [5.901371, -0.819986, 2.499541], [6.409200, 0.428008, 1.469197], [4.865821, 0.707192, 2.279981], [4.350382, 4.064072, 5.190198], [3.969430, 2.711968, 4.138859], [5.436537, 3.718458, 3.817043], [-7.816542, 5.280365, 6.091110], [-6.698826, 5.943057, 5.427647], [-6.902265, 6.945728, 4.360473], [-5.794452, 6.798776, 6.628889], [-5.771340, 6.274293, 7.919719], [-5.633491, 7.378884, 8.967148], [-5.468667, 4.737929, 4.749573], [-5.025478, 5.480805, 7.966311], [-6.719967, 5.795452, 8.162422], [-5.690585, 6.934703, 9.960902], [-6.473909, 8.072516, 8.993003], [-4.743207, 7.979378, 8.780321], [-4.612066, 5.330439, 4.428217], [-5.956829, 4.089675, 4.021864], [-5.151921, 4.206666, 5.647098]],
  "forces_ev_per_a": [[-1.9, 0.2, -2.6], [-0.5, -0.2, 0.1], [2.1, -0.8, 0.3], [0.5, 0.9, 0.5], [-1.2, 0.8, 0.8], [1.5, -0.3, 0.4], [-0.3, -2.4, -0.2], [-2.0, 0.4, 2.1], [0.7, 3.9, -2.5], [1.3, -1.9, 0.7], [0.5, -0.8, -1.0], [-2.0, 0.7, 1.3], [-0.5, 0.1, -0.3], [0.9, -1.3, 0.3], [1.1, 0.6, 0.1], [-0.4, 0.1, -1.2], [-0.4, 0.0, 1.7], [-0.9, -1.1, 1.2], [1.1, 2.5, -1.6], [-1.2, -0.6, 0.7], [0.6, 0.1, 0.3], [0.9, -1.1, -2.1], [-0.2, -0.3, 0.2], [-0.1, 0.0, 0.2], [0.1, 0.1, 0.0], [0.2, 0.2, -0.2], [0.3, -0.1, 0.2], [0.5, -0.1, 0.3], [-0.6, 0.6, 0.2], [0.0, -0.4, 0.1], [-0.1, 1.6, -2.8], [-0.2, -0.1, 0.0], [-1.8, -0.1, 2.4], [1.7, -1.0, 1.0], [-0.3, 1.4, 0.0], [1.1, -0.9, 0.6], [0.4, 0.1, -0.7], [0.0, -0.6, 0.2], [0.2, 0.3, 0.1], [-0.4, 0.1, 0.1], [0.0, 0.1, -0.4], [-0.4, -0.1, -0.3], [0.0, -0.3, 0.1], [-0.1, -0.4, -0.3], [-0.2, -0.1, 0.0], [-0.1, 0.0, 1.1], [1.1, -1.9, -0.4], [-0.5, -1.5, -1.4], [1.6, 2.1, -1.6], [-1.9, 0.5, 2.1], [1.0, -1.3, -0.1], [-0.5, 1.0, 1.3], [0.2, 0.2, -0.9], [0.0, 0.1, -0.3], [-0.3, 0.5, -0.3], [-0.2, -0.2, 0.2], [0.2, 0.3, 0.1], [0.0, -0.1, -0.2], [-0.5, 0.2, 0.3], [-0.1, 0.0, 0.0], [-0.3, -0.6, 1.0], [-0.1, 1.7, 0.5], [-0.4, -0.3, -2.2], [0.0, -2.1, 0.1], [0.7, 0.6, -0.1], [-0.3, 1.8, 0.6], [0.2, 0.9, -0.5], [-0.4, 0.0, 0.7], [0.1, -1.2, 0.2], [-0.1, -0.7, 0.5], [0.6, -0.2, -0.8], [-0.2, -0.2, -0.2], [0.2, 0.1, 0.0], [0.3, 0.3, 0.2], [-0.2, -0.1, 0.1], [2.0, -0.1, -0.6], [-0.8, -1.9, 0.4], [-1.2, 1.2, 2.2], [-0.5, -0.5, -1.5], [-0.6, 1.2, 1.5], [-0.2, -0.1, -2.0], [0.9, 1.0, -0.5], [0.2, -0.3, -0.2], [-0.2, -0.7, 0.1], [0.3, -0.2, 0.3], [-0.3, 0.1, 0.0], [0.4, 0.1, 0.4], [0.1, 0.1, -0.2], [-0.2, -0.2, 0.1], [0.0, 0.3, 0.0], [1.0, -0.8, 0.8], [0.7, -1.1, -1.1], [0.2, 4.2, 0.3], [-0.8, -0.3, -0.6], [-0.6, -1.4, -0.3], [-0.1, 0.8, 0.5], [-0.6, -1.6, -0.5], [0.4, 0.0, 0.3], [-0.3, 0.3, -0.2], [0.0, 0.0, -0.2], [0.1, -0.2, -0.1], [0.2, -0.1, 0.0], [0.2, 0.3, 0.6], [0.0, -0.3, -0.1], [-0.3, 0.3, 0.6], [1.0, -2.1, 0.3], [0.9, -0.1, 0.9], [-3.0, 1.4, 1.5], [2.3, -1.0, -2.0], [0.5, 0.3, 1.2], [-1.1, -0.4, 0.0], [0.2, 0.1, -1.1], [-0.3, 1.0, 0.2], [-0.8, 0.4, 0.1], [0.4, 0.4, -0.7], [0.0, -0.2, -0.2], [0.1, 0.3, 0.1], [0.2, 0.3, -0.1], [-0.5, -0.2, 0.0], [0.0, -0.1, -0.2], [-1.7, -2.5, 0.3], [1.4, 1.7, -3.0], [0.6, 0.9, -0.8], [1.0, -0.4, 1.1], [0.0, -0.4, 0.0], [-1.2, 1.3, -0.3], [-0.8, 0.6, 1.7], [-0.1, -1.1, 0.3], [0.3, -0.4, 0.7], [0.0, 0.0, 0.8], [0.8, 0.8, 0.0], [-0.2, 0.1, -0.2], [0.0, -0.4, -0.1], [-0.5, -0.1, -0.4], [0.5, 0.1, -0.1], [-2.3, 0.0, 0.1], [-0.3, -0.1, -0.2], [2.8, 1.5, -3.2], [-1.6, -3.3, 2.6], [2.9, 1.6, -0.9], [-0.7, 0.8, 0.0], [-0.5, 0.7, 1.8], [-0.1, -0.8, 0.0], [0.2, -0.1, 0.0], [-0.2, 0.3, 0.1], [0.3, -0.4, -0.2], [-0.4, -0.1, 0.0], [0.2, -0.1, -0.2], [0.0, -0.1, -0.3], [-0.1, 0.2, 0.3], [0.3, -1.7, 1.7], [-2.3, 1.8, 0.2], [0.1, 2.5, -0.6], [0.6, -2.0, -0.4], [-0.1, 0.3, -1.3], [-0.8, -0.8, 0.6], [1.8, -0.3, 1.1], [0.1, 0.5, -0.2], [-0.5, -0.6, -1.0], [0.4, 0.2, 0.5], [0.2, 0.0, 0.3], [0.0, 0.2, 0.1], [0.2, 0.4, -0.5], [0.2, -0.3, -0.7], [0.0, -0.2, 0.1], [0.0, 2.5, 1.0], [-0.8, -1.9, -0.1], [-1.1, 0.1, -0.9], [0.0, -1.5, 1.0], [0.5, 2.1, -0.3], [0.1, -1.0, -1.3], [1.8, -0.7, -0.5], [-0.1, 0.3, -0.3], [0.2, -0.8, 1.0], [0.1, 0.3, 0.1], [0.0, 0.0, -0.2], [-0.1, 0.1, 0.5], [-0.5, -0.2, 0.1], [0.0, 0.1, -0.1], [-0.2, 0.6, -0.1], [0.8, -1.7, 0.1], [1.3, -1.2, -0.8], [-4.1, 0.8, 0.9], [1.1, 1.0, -0.7], [-0.7, 0.5, 1.8], [0.1, -1.3, -1.7], [1.0, 1.3, 0.6], [-0.1, -0.1, 0.2], [0.6, 0.4, -0.7], [0.4, 0.0, 0.7], [-0.1, 0.4, -0.1], [0.0, 0.1, -0.4], [0.3, 0.1, -0.1], [-0.4, -0.1, 0.1], [-0.3, -0.1, 0.0], [1.5, 0.1, -1.2], [-0.3, 0.4, -1.2], [-1.5, -0.9, -0.2], [-2.3, 1.5, 3.5], [2.2, 0.1, -1.6], [0.5, -0.1, 0.0], [0.0, -0.8, 0.6], [0.3, 0.0, -0.5], [-0.2, 0.2, 0.1], [-0.8, 0.0, 0.2], [0.1, 0.4, 0.0], [-0.1, -0.5, -0.1], [0.3, -0.1, 0.2], [0.1, 0.0, -0.1], [0.1, -0.3, 0.2], [1.6, 0.7, -0.9], [0.2, 2.1, -0.9], [0.2, -2.1, 2.5], [-1.2, -0.6, -2.9], [-1.0, -0.5, 1.4], [0.1, 0.1, -0.3], [-0.5, 0.9, 1.8], [0.4, 0.2, 0.3], [-0.2, -0.2, -0.3], [0.7, -0.1, 0.0], [-0.2, -0.1, -0.6], [0.2, -0.1, 0.4], [-0.3, -0.1, -0.5], [0.1, 0.3, 0.0], [0.0, -0.4, -0.2]]
}